(1)
2 unconnected molecules or ions with the total composition C22H23F17NO2S. Source: OMol25; level of theory: the ωB97M-V functional and the def2-TZVPD basis.

Output
**Highest occupied orbital energy**: -2.962 eV
**Total charge**: -1
**LUMO level**: 2.056 eV
**Kohn-Sham gap**: 5.0179 eV

Geometry (Å):
C (-1.89637, -4.35557, 0.91801)
C (-1.49357, -3.19129, -0.09938)
C (-0.04150, -2.62692, -0.12958)
C (0.22259, -1.47662, -1.15298)
C (-0.83945, -0.88098, -2.10031)
C (-0.61502, 0.31695, -3.12709)
N (0.02025, 1.54492, -2.56719)
C (-0.70560, 2.13960, -1.41702)
C (-2.20475, 2.54030, -1.92632)
O (-2.95203, 3.32960, -0.97335)
C (-3.32127, 2.47625, 0.15592)
S (-4.58314, 3.24379, 1.27394)
C (0.03632, 3.39401, -0.77007)
F (-0.49569, 3.80068, 0.49370)
F (-0.16011, 4.53310, -1.64283)
C (1.61690, 3.26141, -0.57271)
F (2.04683, 4.53718, -0.04788)
F (2.34860, 3.14039, -1.80480)
C (2.10273, 2.18200, 0.50396)
F (1.41152, 0.95385, 0.49149)
F (1.84440, 2.76678, 1.79272)
C (3.68020, 1.86421, 0.48836)
F (4.04521, 1.63302, 1.85859)
F (4.47362, 2.99430, 0.09605)
C (4.12394, 0.64462, -0.45399)
F (3.30406, 0.42868, -1.57963)
F (5.41888, 0.99826, -0.97564)
C (4.37859, -0.74744, 0.34321)
F (3.33849, -1.06392, 1.25039)
F (5.58446, -0.65944, 1.11913)
C (4.56743, -2.01574, -0.61400)
F (3.35433, -2.51468, -1.16206)
F (5.41047, -1.75208, -1.74821)
C (5.26508, -3.28856, 0.12040)
F (6.66789, -3.15342, 0.23100)
F (4.72150, -3.56524, 1.38628)
F (5.05689, -4.46733, -0.66342)
C (-2.29164, -1.49060, -2.03939)
C (-2.58164, -2.63508, -1.04425)
H (-2.24165, -3.96137, 1.93316)
H (-2.80568, -4.89004, 0.44445)
H (-1.00935, -5.07085, 1.00627)
H (0.79480, -2.99567, 0.55597)
H (1.26221, -1.01582, -1.17983)
H (0.12054, -0.08523, -3.92714)
H (-1.59324, 0.51383, -3.71544)
H (-0.02050, 2.25025, -3.33240)
H (-0.89386, 1.39872, -0.54772)
H (-2.84385, 1.59571, -2.13138)
H (-2.17487, 3.09484, -2.94146)
H (-3.75385, 1.46397, -0.18557)
H (-2.40510, 2.21007, 0.80990)
H (-4.01502, 3.18910, 2.55895)
H (-3.12516, -1.10568, -2.72704)
H (-3.64459, -3.06358, -1.04592)
C (-4.06576, 0.00539, 3.00182)
C (-3.16607, -1.20488, 2.69458)
C (-1.69889, -0.73553, 2.62243)
O (-3.50898, -1.68325, 1.49258)
H (-3.98698, 0.77700, 2.23336)
H (-5.11870, -0.28580, 3.08058)
H (-3.78164, 0.46323, 3.96115)
H (-3.22966, -1.86343, 3.58506)
H (-1.54161, 0.01963, 1.84232)
H (-1.02161, -1.57252, 2.42226)
H (-1.39029, -0.28708, 3.57802)


(2)
A single C22H23F2N3O3S molecule. Source: OMol25; level of theory: the ωB97M-V functional and the def2-TZVPD basis.

Output
**Energy relative to the best compared isomer or geometry (same formula, charge and spin)**: 3.9 kcal/mol
**Highest occupied orbital energy**: -7.754 eV
**SMILES**: O=S(=O)(NC[C@@H](c1ccco1)N1CCN(c2ccc(F)cc2)CC1)c1ccc(F)cc1
**LUMO level**: 0.628 eV
**Kohn-Sham gap**: 8.3820 eV

Geometry (Å):
O (-0.01795, -0.62535, 2.34733)
S (1.20917, -0.57025, 1.59534)
O (2.31892, 0.12348, 2.17572)
N (0.94043, 0.07374, 0.07392)
C (1.20033, 1.48912, -0.07479)
C (0.16856, 2.38944, 0.64470)
C (0.60037, 3.82613, 0.56746)
C (1.26491, 4.54303, -0.38641)
C (1.32804, 5.87616, 0.08835)
C (0.69464, 5.86964, 1.29085)
O (0.25332, 4.63751, 1.58581)
N (-1.19781, 2.28470, 0.17779)
C (-1.49440, 2.46343, -1.21547)
C (-1.62915, 1.12915, -1.99205)
N (-2.23541, 0.11639, -1.14642)
C (-1.71512, -1.15700, -1.08746)
C (-1.83267, -1.96707, 0.05392)
C (-1.31325, -3.24456, 0.07770)
C (-0.65549, -3.73335, -1.03427)
F (-0.12263, -4.97944, -0.99916)
C (-0.53291, -2.97406, -2.18155)
C (-1.07016, -1.70372, -2.20989)
C (-3.02610, 0.67753, -0.07736)
C (-2.13830, 1.45179, 0.90773)
C (1.69615, -2.23810, 1.18214)
C (2.47955, -2.45720, 0.06571)
C (2.89287, -3.74326, -0.23430)
C (2.51007, -4.77703, 0.60571)
F (2.92617, -6.02215, 0.32980)
C (1.72320, -4.56614, 1.72603)
C (1.31352, -3.27510, 2.01131)
H (0.01359, -0.19351, -0.22856)
H (1.24260, 1.71829, -1.14200)
H (2.18175, 1.66613, 0.36784)
H (0.16303, 2.10274, 1.70205)
H (1.67449, 4.17763, -1.30588)
H (1.78208, 6.71311, -0.40087)
H (0.50326, 6.64556, 2.00500)
H (-2.43269, 3.02589, -1.29804)
H (-0.71178, 3.07333, -1.66744)
H (-0.64017, 0.79044, -2.30849)
H (-2.24059, 1.29241, -2.89077)
H (-2.30387, -1.59864, 0.94870)
H (-1.40880, -3.85864, 0.95833)
H (-0.03534, -3.38320, -3.04640)
H (-1.00584, -1.13664, -3.12440)
H (-3.58007, -0.10668, 0.43541)
H (-3.75895, 1.35208, -0.53199)
H (-2.77252, 2.08392, 1.54803)
H (-1.60052, 0.75058, 1.55239)
H (2.75268, -1.62100, -0.55656)
H (3.50030, -3.95582, -1.09945)
H (1.44316, -5.40107, 2.34814)
H (0.69534, -3.05437, 2.86676)


(3)
A molecular structure, C22H23F9N3O2Ru. Source: OMol25; level of theory: the ωB97M-V functional and the def2-TZVPD basis.

Output
**Energy relative to the best compared isomer or geometry (same formula, charge and spin)**: 2.4 kcal/mol
**Highest occupied orbital energy (spin up / spin down)**: -7.127 / -7.207 eV
**Spin multiplicity**: 2
**LUMO level (spin up / spin down)**: 0.346 / 0.080 eV
**Kohn-Sham gap (spin up / spin down)**: 7.4735 / 7.2877 eV
**Expectation value of S²**: 0.755

Geometry (Å):
Ru (-0.00982, 0.75092, 0.51700)
C (-2.83019, 1.68111, 0.32896)
N (-2.18153, 0.41508, 0.80145)
C (-2.75988, 0.12523, 2.12695)
C (-2.50136, -0.59286, -0.22318)
C (-3.52979, -1.49969, -0.09184)
C (-3.80066, -2.40872, -1.11137)
C (-3.02592, -2.38554, -2.25589)
C (-1.99422, -1.46607, -2.40075)
C (-1.70898, -0.54608, -1.39093)
N (-0.64197, 0.33966, -1.35295)
C (0.18699, 0.72125, -2.38687)
C (-0.15227, 0.70517, -3.74693)
C (0.74708, 1.11892, -4.71485)
C (2.00665, 1.57245, -4.35541)
C (2.33815, 1.63677, -3.01003)
C (1.44509, 1.23257, -2.03286)
N (1.78640, 1.37151, -0.59486)
C (2.02741, 2.80740, -0.31428)
C (3.03208, 0.62302, -0.30972)
H (-3.90635, 1.51129, 0.25493)
H (-2.43797, 1.94693, -0.64927)
H (-2.62284, 2.48500, 1.02850)
H (-3.84851, 0.22003, 2.10405)
H (-2.36932, 0.85966, 2.82919)
H (-2.49328, -0.87011, 2.45752)
H (-4.12355, -1.53056, 0.81135)
H (-4.59713, -3.13061, -0.99497)
H (-3.20629, -3.10358, -3.04587)
H (-1.36542, -1.51016, -3.27674)
H (-1.14360, 0.39334, -4.03977)
H (0.45506, 1.09358, -5.75704)
H (2.71648, 1.89380, -5.10523)
H (3.31214, 2.01823, -2.73163)
H (2.86175, 3.18447, -0.90820)
H (2.26921, 2.92861, 0.73989)
H (1.13180, 3.37881, -0.54276)
H (3.86093, 1.04589, -0.87948)
H (2.89889, -0.42120, -0.57052)
H (3.24798, 0.68681, 0.75345)
C (0.83962, 2.18311, 3.30257)
C (0.14681, 2.01163, 1.99753)
O (-0.42543, 2.90291, 1.37265)
H (0.52627, 3.10562, 3.79372)
H (1.91155, 2.23231, 3.09311)
H (0.69268, 1.31392, 3.94039)
F (-0.29472, -1.20598, 3.44401)
C (-0.01535, -2.25429, 2.65716)
F (-1.11333, -2.51660, 1.93474)
F (0.19678, -3.30717, 3.45211)
C (1.18925, -1.92833, 1.73208)
O (1.20091, -0.66655, 1.25645)
C (2.50287, -2.10219, 2.56661)
F (2.79495, -3.38031, 2.83334)
F (2.39618, -1.45096, 3.73586)
F (3.54794, -1.58071, 1.92064)
C (1.20088, -2.93585, 0.53852)
F (0.97605, -4.20133, 0.91382)
F (2.38449, -2.90196, -0.08962)
F (0.26836, -2.59961, -0.35472)


(4)
A single C22H23FN4O2S molecule. Source: OMol25; level of theory: the ωB97M-V functional and the def2-TZVPD basis.

Output
**Energy relative to the best compared isomer or geometry (same formula, charge and spin)**: 43.0 kcal/mol
**Highest occupied orbital energy**: -7.835 eV
**SMILES**: O=S(=O)(Nc1cccc(-c2ccc(N3CCCCCC3)nn2)c1)c1ccccc1F
**LUMO level**: 0.465 eV
**Kohn-Sham gap**: 8.2993 eV

Geometry (Å):
O (-4.22697, -1.07035, 3.42512)
S (-2.87619, -1.50130, 3.54921)
O (-2.56797, -2.59677, 4.41759)
N (-2.26365, -1.94350, 2.05893)
C (-2.20217, -1.03441, 0.99220)
C (-3.35010, -0.35289, 0.60473)
C (-3.28683, 0.53145, -0.45784)
C (-2.10123, 0.73753, -1.13650)
C (-0.94428, 0.05979, -0.75331)
C (0.30255, 0.29216, -1.48644)
C (1.57860, 0.07955, -0.92919)
C (2.67960, 0.30509, -1.71066)
C (2.46607, 0.75523, -3.03698)
N (3.46959, 1.02265, -3.90405)
C (4.84425, 0.70799, -3.59995)
C (5.12454, -0.79565, -3.71218)
C (5.12403, -1.29318, -5.15584)
C (3.86315, -0.92713, -5.94222)
C (3.80781, 0.55354, -6.32708)
C (3.16116, 1.44011, -5.25440)
N (1.21403, 0.97306, -3.47192)
N (0.18665, 0.74427, -2.72814)
C (-1.00562, -0.82712, 0.31819)
C (-1.79963, -0.13163, 4.01112)
C (-0.68814, -0.42555, 4.78029)
C (0.21486, 0.56912, 5.11397)
C (0.00618, 1.86591, 4.66891)
C (-1.10263, 2.17200, 3.89960)
C (-2.00003, 1.16550, 3.57635)
F (-3.07015, 1.47695, 2.83564)
H (-1.43953, -2.51266, 2.18041)
H (-4.26519, -0.51502, 1.14883)
H (-4.17753, 1.06158, -0.75834)
H (-2.04437, 1.41692, -1.97165)
H (1.69141, -0.23090, 0.09923)
H (3.67101, 0.15939, -1.31185)
H (5.47735, 1.25855, -4.29790)
H (5.08784, 1.05893, -2.59193)
H (4.36193, -1.33513, -3.14639)
H (6.09449, -1.01315, -3.25978)
H (5.22934, -2.38043, -5.14134)
H (5.99505, -0.88855, -5.67789)
H (2.97368, -1.19095, -5.36751)
H (3.85354, -1.52479, -6.85602)
H (3.22272, 0.67185, -7.24028)
H (4.81994, 0.89892, -6.54944)
H (2.07459, 1.40584, -5.34146)
H (3.48815, 2.47838, -5.39370)
H (-0.13144, -1.38817, 0.61969)
H (-0.56638, -1.44321, 5.11684)
H (1.07670, 0.33507, 5.71910)
H (0.70766, 2.64520, 4.92451)
H (-1.28720, 3.17399, 3.54622)